C28H72Cl4O22P4 | ωB97M-V/def2-TZVPD

Calculated values
- E_HOMO (alpha / beta): 0.0163 / -0.2905 Ha
- E_LUMO (alpha / beta): 0.07508 / 0.07850 Ha
- Calculated total energy: -5971.65942 a.u.

```
! wB97M-V def2-TZVPD RIJCOSX def2/J DEFGRID3
* xyz -1 2
Cl -0.743 0.346 -2.677
C -0.334 -0.462 -1.198
C -0.273 0.561 -0.057
Cl 1.205 1.540 -0.302
H 0.642 -0.931 -1.322
H -1.146 -1.158 -0.989
H -0.204 0.051 0.904
H -1.134 1.226 0.014
Cl 1.101 4.143 -4.771
C 2.072 3.469 -3.412
C 3.243 2.631 -3.847
Cl 4.320 3.604 -4.868
H 1.306 2.990 -2.803
H 2.444 4.286 -2.793
H 3.061 1.750 -4.461
H 3.729 2.217 -2.964
C 0.953 -4.033 -2.682
O -0.360 -3.951 -2.056
P -1.480 -4.942 -2.591
O -1.037 -6.310 -2.732
O -2.658 -4.726 -1.517
C -2.880 -5.712 -0.552
O -2.016 -4.170 -3.895
C -2.297 -2.743 -3.827
H 1.013 -3.083 -3.214
H 1.022 -4.814 -3.438
H 1.809 -4.122 -2.013
H -2.879 -5.263 0.441
H -2.096 -6.463 -0.456
H -3.823 -6.254 -0.614
H -2.479 -2.332 -2.834
H -3.198 -2.633 -4.430
H -1.593 -2.182 -4.441
C -0.289 -0.859 4.591
O 0.822 -0.460 5.404
P 1.438 -1.511 6.434
O 0.565 -1.962 7.522
O 2.776 -0.788 7.010
C 2.812 0.517 7.509
O 2.083 -2.615 5.472
C 2.834 -2.335 4.311
H -0.631 -1.867 4.827
H -0.038 -1.014 3.542
H -1.080 -0.115 4.686
H 2.043 1.153 7.069
H 3.773 0.993 7.313
H 2.793 0.460 8.597
H 2.412 -3.006 3.563
H 3.889 -2.534 4.496
H 2.710 -1.282 4.058
C 1.121 3.073 4.183
O 0.317 2.306 3.366
P -1.247 2.536 3.490
O -1.840 2.243 4.806
O -1.755 1.622 2.278
C -3.024 1.714 1.786
O -1.498 4.079 2.925
C -0.985 4.430 1.663
H 1.407 3.914 3.552
H 2.052 2.629 4.534
H 0.578 3.485 5.034
H -3.066 1.928 0.718
H -3.660 2.409 2.333
H -3.445 0.724 1.963
H -0.350 3.619 1.307
H -0.350 5.310 1.762
H -1.783 4.588 0.938
C 6.020 -0.662 4.745
O 5.023 -0.147 3.790
P 5.339 -0.219 2.248
O 6.620 -0.924 1.853
O 3.938 -0.917 1.626
C 3.815 -0.985 0.189
O 5.257 1.358 1.783
C 4.133 2.140 2.208
H 5.748 -0.410 5.769
H 6.935 -0.094 4.574
H 6.137 -1.738 4.617
H 3.081 -0.317 -0.260
H 3.599 -2.021 -0.074
H 4.773 -0.777 -0.288
H 4.021 2.740 1.305
H 4.330 2.785 3.065
H 3.267 1.521 2.439
C -3.846 -2.141 0.281
O -3.667 -0.900 -0.491
C -4.752 -0.290 -1.171
C -5.971 0.036 -0.296
O -5.791 0.920 0.772
C -6.856 0.992 1.708
C -6.424 1.822 2.884
O -6.128 3.204 2.526
C -5.759 4.060 3.606
H -2.878 -2.588 0.508
H -4.416 -2.880 -0.281
H -4.345 -2.000 1.240
H -5.018 -0.967 -1.983
H -4.270 0.625 -1.517
H -6.468 -0.879 0.026
H -6.700 0.506 -0.957
H -7.131 0.006 2.084
H -7.719 1.457 1.231
H -5.555 1.335 3.328
H -7.264 1.851 3.577
H -4.887 3.664 4.126
H -6.565 4.241 4.317
H -5.429 5.061 3.328
C 3.469 -0.919 -3.253
O 2.600 -0.853 -4.379
C 2.829 -1.884 -5.342
C 2.131 -1.662 -6.682
O 0.694 -1.548 -6.805
C -0.080 -0.580 -6.042
C 0.333 0.886 -6.251
O 0.567 1.043 -7.606
C 1.060 2.379 -7.937
H 3.445 -1.913 -2.807
H 3.099 -0.298 -2.436
H 4.441 -0.545 -3.574
H 2.346 -2.781 -4.956
H 3.895 -2.075 -5.458
H 2.556 -2.375 -7.390
H 2.485 -0.712 -7.081
H 0.120 -0.926 -5.028
H -1.161 -0.630 -6.174
H 1.227 1.141 -5.683
H -0.467 1.590 -6.022
H 0.359 3.134 -7.580
H 1.117 2.536 -9.014
H 2.063 2.612 -7.578
*
```

Results of the Mulliken charge analysis, in e, for atoms 1 through 2: atom 1 (Cl): -0.050, atom 2 (C): 0.159

=====

C28H72N4O9 | ωB97M-V/def2-TZVPD

Calculated values
- E_HOMO (alpha / beta): 0.0299 / -0.2407 Ha
- E_LUMO (alpha / beta): 0.08147 / 0.07942 Ha
- Calculated total energy: -2005.92938 a.u.

```
! wB97M-V def2-TZVPD RIJCOSX def2/J DEFGRID3
* xyz -1 2
C 18.627 -12.283 -18.092
C 17.414 -11.836 -18.962
C 16.238 -12.848 -18.811
O 16.931 -10.614 -18.476
H 19.431 -11.572 -18.282
H 19.024 -13.207 -18.513
H 18.471 -12.383 -17.018
H 17.565 -11.782 -20.040
H 15.251 -12.424 -18.995
H 16.263 -13.286 -17.813
H 16.412 -13.690 -19.481
H 16.672 -10.624 -17.552
C 19.841 -12.120 -21.871
C 20.616 -12.704 -22.996
C 21.825 -13.401 -22.465
O 19.831 -13.653 -23.705
H 20.389 -11.317 -21.378
H 19.463 -12.817 -21.124
H 18.957 -11.612 -22.256
H 20.881 -11.878 -23.656
H 22.340 -13.992 -23.223
H 21.506 -13.997 -21.610
H 22.459 -12.656 -21.984
H 20.352 -14.090 -24.384
C 25.866 -12.284 -15.470
O 26.087 -12.489 -14.123
C 25.710 -11.360 -13.343
C 24.137 -11.227 -13.260
N 23.486 -12.554 -12.930
C 22.081 -12.650 -13.305
C 21.845 -12.742 -14.865
O 22.191 -14.081 -15.330
C 21.689 -14.401 -16.643
H 24.810 -12.392 -15.718
H 26.323 -13.051 -16.094
H 26.140 -11.305 -15.863
H 26.131 -10.400 -13.641
H 25.966 -11.486 -12.291
H 23.835 -10.931 -14.265
H 23.804 -10.439 -12.584
H 24.007 -13.322 -13.328
H 21.460 -11.838 -12.928
H 21.637 -13.479 -12.754
H 22.475 -12.006 -15.363
H 20.816 -12.483 -15.114
H 22.222 -13.756 -17.342
H 20.622 -14.205 -16.747
H 21.918 -15.442 -16.872
C 19.992 -9.199 -14.462
O 18.556 -9.260 -14.441
C 18.054 -9.081 -15.742
C 16.495 -9.215 -15.775
N 16.100 -10.574 -15.688
C 14.657 -10.881 -15.723
C 14.287 -12.347 -15.527
O 14.336 -12.815 -14.202
C 14.523 -14.219 -14.012
H 20.446 -9.981 -15.070
H 20.402 -9.297 -13.457
H 20.382 -8.261 -14.857
H 18.502 -9.695 -16.523
H 18.391 -8.077 -16.002
H 16.081 -8.764 -16.677
H 16.107 -8.727 -14.880
H 16.351 -11.011 -14.812
H 14.382 -10.576 -16.733
H 14.128 -10.192 -15.065
H 14.885 -12.902 -16.250
H 13.249 -12.452 -15.839
H 13.944 -14.782 -14.744
H 14.188 -14.515 -13.018
H 15.570 -14.499 -14.123
C 10.534 -12.115 -19.192
O 11.689 -11.407 -19.357
C 12.122 -11.233 -20.734
C 13.520 -10.520 -20.866
N 13.455 -9.062 -20.863
C 13.170 -8.545 -19.522
C 12.639 -7.112 -19.626
O 11.347 -7.230 -20.098
C 10.877 -6.109 -20.854
H 10.712 -13.174 -19.379
H 9.737 -11.806 -19.868
H 10.274 -12.093 -18.133
H 11.417 -10.652 -21.328
H 12.283 -12.233 -21.136
H 14.018 -10.813 -21.790
H 14.221 -10.988 -20.174
H 12.620 -8.861 -21.394
H 14.100 -8.618 -18.959
H 12.480 -9.131 -18.915
H 13.230 -6.645 -20.414
H 12.681 -6.524 -18.709
H 9.866 -6.324 -21.202
H 11.461 -5.816 -21.726
H 10.742 -5.166 -20.326
C 18.290 -8.063 -21.408
C 16.822 -7.842 -21.722
C 16.424 -8.768 -22.872
O 16.981 -8.277 -24.072
C 17.141 -9.280 -24.992
N 16.168 -8.158 -20.467
H 18.366 -9.109 -21.113
H 18.728 -7.420 -20.644
H 18.944 -7.906 -22.266
H 16.558 -6.811 -21.954
H 15.342 -8.876 -22.951
H 16.853 -9.720 -22.561
H 17.399 -8.944 -25.996
H 16.256 -9.914 -25.045
H 17.991 -9.885 -24.677
H 15.286 -8.552 -20.762
H 16.534 -9.009 -20.065
*
```

Results of the Mulliken charge analysis, in e, for atoms 1 through 2: atom 1 (C): -2.356, atom 2 (C): 2.473

=====

C28H74N8O26 | ωB97M-V/def2-TZVPD

Calculated values
- E_HOMO: -0.3490 Ha
- E_LUMO: -0.03067 Ha
- ΔE to the lowest compared entry with this formula, charge and spin: 270.14 kJ/mol
- Calculated total energy: -3504.46435 a.u.

```
! wB97M-V def2-TZVPD RIJCOSX def2/J DEFGRID3
* xyz 0 1
C 17.298 20.405 11.598
N 18.759 20.488 11.237
O 19.331 19.452 10.899
O 19.268 21.584 11.310
H 17.298 19.891 12.559
H 16.896 19.688 10.882
H 16.741 21.338 11.558
C 15.664 24.488 6.193
N 15.651 25.939 5.857
O 16.306 26.278 4.893
O 15.046 26.619 6.652
H 16.195 23.954 5.407
H 14.619 24.188 6.266
H 16.059 24.406 7.204
C 14.935 22.508 14.006
N 14.607 23.541 13.017
O 14.781 23.221 11.853
O 14.035 24.530 13.412
H 15.954 22.700 14.339
H 14.793 21.527 13.558
H 14.295 22.674 14.872
C 17.325 24.676 10.085
N 16.958 25.951 10.694
O 15.806 26.274 10.791
O 17.915 26.620 11.054
H 17.370 23.874 10.821
H 18.244 24.718 9.503
H 16.525 24.418 9.391
C 22.227 22.775 8.651
N 22.294 21.631 7.677
O 23.343 21.520 7.016
O 21.328 20.832 7.589
H 21.645 22.449 9.512
H 21.737 23.620 8.167
H 23.259 23.052 8.857
C 11.845 26.724 4.691
N 11.520 26.963 6.122
O 10.639 27.781 6.349
O 12.100 26.274 7.006
H 12.354 27.609 4.312
H 10.921 26.536 4.147
H 12.417 25.801 4.613
C 13.791 16.364 10.740
N 14.705 17.350 10.033
O 15.546 16.924 9.294
O 14.361 18.512 10.170
H 13.608 16.681 11.766
H 14.340 15.427 10.825
H 12.880 16.288 10.149
C 13.773 17.990 6.525
N 12.514 18.746 6.252
O 12.513 19.962 6.499
O 11.590 18.085 5.795
H 14.347 18.571 7.248
H 14.329 17.742 5.623
H 13.531 17.113 7.125
C 12.902 23.234 8.476
O 14.288 22.908 8.332
C 14.659 21.641 8.892
C 16.013 21.241 8.294
O 17.115 22.132 8.644
C 18.268 21.830 7.865
H 12.217 22.431 8.200
H 12.689 24.135 7.903
H 12.768 23.337 9.555
H 14.047 20.814 8.525
H 14.608 21.608 9.981
H 15.964 21.087 7.215
H 16.334 20.249 8.618
H 18.083 22.032 6.808
H 18.740 20.855 7.984
H 19.069 22.528 8.110
C 17.238 19.647 4.377
O 16.669 19.491 3.111
C 16.140 18.161 2.815
C 17.032 16.964 3.210
O 16.913 16.653 4.585
C 17.638 15.475 4.953
H 16.624 19.312 5.215
H 17.472 20.711 4.422
H 18.184 19.118 4.502
H 15.831 18.148 1.771
H 15.202 18.066 3.367
H 18.026 17.317 2.925
H 16.803 16.056 2.651
H 17.763 15.398 6.032
H 18.568 15.368 4.394
H 17.052 14.628 4.588
C 20.967 15.872 3.918
O 21.166 15.510 5.257
C 21.853 16.488 5.968
C 21.084 17.759 6.243
O 19.800 17.381 6.782
C 18.899 18.335 7.360
H 21.892 16.209 3.445
H 20.269 16.707 3.847
H 20.630 14.979 3.393
H 22.734 16.760 5.380
H 22.365 16.132 6.861
H 20.952 18.416 5.381
H 21.722 18.315 6.932
H 18.776 19.148 6.643
H 19.234 18.661 8.345
H 17.898 17.912 7.454
C 10.262 22.395 5.563
O 10.104 23.802 5.640
C 9.525 24.150 6.926
C 8.506 25.301 6.665
O 7.284 24.860 6.132
C 6.452 25.925 5.636
H 10.943 21.970 6.301
H 10.682 22.185 4.579
H 9.299 21.905 5.708
H 10.358 24.416 7.578
H 9.007 23.361 7.473
H 8.951 26.013 5.969
H 8.302 25.804 7.612
H 5.469 25.486 5.468
H 6.790 26.325 4.678
H 6.343 26.762 6.327
C 8.468 19.565 7.560
O 8.991 19.830 8.852
C 10.132 19.065 9.248
C 10.616 19.339 10.627
O 10.854 20.701 10.874
C 12.024 21.059 11.576
H 7.629 20.252 7.448
H 8.009 18.576 7.520
H 9.147 19.774 6.732
H 10.892 19.410 8.543
H 10.024 17.994 9.064
H 11.488 18.762 10.941
H 9.865 19.120 11.390
H 12.033 22.145 11.661
H 12.918 20.652 11.099
H 11.991 20.575 12.554
*
```

Results of the Mulliken charge analysis, in e, for atoms 1 through 2: atom 1 (C): -0.472, atom 2 (N): 1.080